Molecular formula: C28H24BeIN2S2
Method: DFT, ωB97M-V/def2-TZVPD

Each line ends with the natural charge from an NBO analysis.
Geometry (Å):
Be (-1.14, 0.70, 1.97)  1.3665
I (-1.30, 3.16, 1.75)  0.1527
C (-2.34, 3.00, 3.59)  -0.0663
C (-2.82, 4.14, 4.16)  -0.2546
C (-3.51, 4.02, 5.39)  -0.2083
C (-3.68, 2.79, 5.97)  -0.1778
C (-3.17, 1.62, 5.35)  0.0288
C (-3.34, 0.34, 5.94)  -0.2030
C (-2.84, -0.77, 5.34)  -0.2061
C (-2.15, -0.67, 4.10)  -0.2104
C (-1.96, 0.54, 3.47)  -0.6925
C (-2.48, 1.70, 4.12)  -0.1570
H (-2.68, 5.11, 3.71)  0.2317
H (-3.90, 4.91, 5.87)  0.2287
H (-4.21, 2.70, 6.91)  0.2203
H (-3.87, 0.27, 6.89)  0.2188
H (-2.97, -1.74, 5.79)  0.2204
H (-1.77, -1.58, 3.65)  0.2044
S (0.86, -0.01, 1.78)  -0.1828
C (0.82, -0.15, 0.10)  0.1218
N (1.87, 0.02, -0.68)  -0.3255
C (1.76, -0.20, -2.13)  -0.2381
C (0.89, -1.39, -2.36)  -0.2378
N (-0.42, -1.12, -1.75)  -0.3308
C (-1.60, -1.50, -2.56)  -0.2595
C (-1.70, -0.60, -3.77)  0.0177
C (-1.94, 0.76, -3.61)  -0.2488
C (-2.01, 1.59, -4.72)  -0.1832
C (-1.84, 1.06, -6.00)  -0.1958
C (-1.61, -0.30, -6.16)  -0.1939
C (-1.53, -1.13, -5.05)  -0.2402
C (-0.49, -0.53, -0.58)  0.0997
S (-1.94, -0.20, 0.22)  -0.1593
C (3.22, 0.34, -0.18)  -0.2603
C (4.12, -0.87, -0.31)  0.0157
C (3.87, -2.02, 0.44)  -0.2481
C (4.68, -3.13, 0.31)  -0.1817
C (5.76, -3.10, -0.56)  -0.1950
C (6.03, -1.96, -1.30)  -0.1941
C (5.21, -0.84, -1.18)  -0.2406
H (2.76, -0.37, -2.52)  0.2512
H (1.34, 0.69, -2.60)  0.2312
H (1.33, -2.28, -1.91)  0.2307
H (0.74, -1.56, -3.42)  0.2517
H (-2.48, -1.42, -1.93)  0.2522
H (-1.47, -2.54, -2.85)  0.2273
H (-2.09, 1.17, -2.62)  0.2188
H (-2.20, 2.64, -4.59)  0.2250
H (-1.90, 1.71, -6.86)  0.2289
H (-1.49, -0.71, -7.15)  0.2289
H (-1.36, -2.19, -5.18)  0.2174
H (3.13, 0.67, 0.85)  0.2550
H (3.60, 1.16, -0.79)  0.2256
H (3.03, -2.04, 1.14)  0.2197
H (4.48, -4.01, 0.90)  0.2261
H (6.40, -3.97, -0.66)  0.2291
H (6.88, -1.93, -1.98)  0.2287
H (5.42, 0.05, -1.75)  0.2167

The value obtained for the HOMO-LUMO gap is 0.2196 hartree. Its relative energy (zero: lowest compared OMol25 entry of this formula, charge and spin) is 0.0 kJ/mol. As for the net charge: +1. As for the largest force on an atom: 0.0111 Eh/bohr. The calculation puts the total energy at -62575.2992 eV.

Molecular formula: C28H24Cl2N2O4ReS
Method: DFT, ωB97M-V/def2-TZVPD

Each line ends with the Löwdin spin population.
Geometry (Å):
Re (0.78, -0.34, 0.94)  0.8786
C (-3.30, -0.47, -1.85)  0.0006
O (-2.71, -1.71, -1.44)  0.0015
C (-2.82, -1.97, -0.11)  -0.0002
C (-3.82, -2.81, 0.37)  -0.0059
C (-3.92, -3.09, 1.73)  -0.0034
C (-3.04, -2.53, 2.62)  0.0002
C (-2.00, -1.71, 2.17)  -0.0090
C (-1.18, -1.01, 3.13)  -0.0250
N (-0.10, -0.39, 2.79)  0.0068
N (0.40, 0.52, 3.70)  0.0044
C (1.11, 1.40, 3.08)  0.0165
O (1.26, 1.30, 1.72)  0.0208
C (1.76, 2.53, 3.73)  0.0002
C (1.69, 2.66, 5.12)  0.0019
C (2.30, 3.74, 5.73)  -0.0002
C (2.98, 4.68, 4.97)  0.0023
C (3.06, 4.55, 3.59)  -0.0002
C (2.45, 3.48, 2.96)  0.0023
C (-1.89, -1.44, 0.79)  0.0006
O (-0.92, -0.62, 0.26)  0.0301
H (-3.10, -0.37, -2.91)  0.0000
H (-2.86, 0.37, -1.31)  0.0002
H (-4.38, -0.49, -1.69)  0.0000
H (-4.51, -3.23, -0.34)  -0.0003
H (-4.71, -3.74, 2.08)  -0.0001
H (-3.14, -2.71, 3.68)  0.0002
H (-1.51, -0.90, 4.16)  -0.0005
H (1.15, 1.93, 5.70)  0.0001
H (2.24, 3.84, 6.81)  0.0000
H (3.46, 5.52, 5.46)  0.0001
H (3.59, 5.29, 3.01)  0.0000
H (2.50, 3.38, 1.89)  0.0003
Cl (1.24, -2.84, 0.40)  0.0113
C (2.84, -2.78, 1.20)  0.0030
Cl (3.15, -1.09, 1.69)  0.0169
H (3.60, -3.07, 0.48)  0.0000
H (2.82, -3.41, 2.08)  0.0000
O (1.77, -0.03, -0.84)  0.0348
S (1.80, 0.31, -2.35)  0.0038
C (1.35, -1.19, -3.16)  0.0035
C (0.11, -1.78, -2.93)  0.0009
C (-0.16, -2.99, -3.54)  0.0000
C (0.78, -3.58, -4.38)  0.0008
C (2.01, -2.97, -4.61)  0.0000
C (2.30, -1.76, -3.99)  0.0010
C (0.37, 1.33, -2.65)  -0.0011
C (-0.11, 1.42, -3.95)  -0.0002
C (-1.17, 2.27, -4.22)  0.0000
C (-1.74, 3.02, -3.19)  -0.0001
C (-1.24, 2.93, -1.90)  0.0002
C (-0.17, 2.09, -1.62)  0.0012
H (-0.62, -1.31, -2.29)  0.0000
H (-1.12, -3.46, -3.38)  0.0000
H (0.55, -4.51, -4.87)  0.0000
H (2.73, -3.43, -5.27)  0.0000
H (3.26, -1.28, -4.15)  0.0001
H (0.33, 0.84, -4.75)  0.0000
H (-1.55, 2.35, -5.22)  0.0000
H (-2.57, 3.68, -3.40)  0.0000
H (-1.66, 3.54, -1.11)  0.0000
H (0.25, 2.07, -0.63)  0.0009

The value obtained for the HOMO-LUMO gap (spin up / spin down) is 0.2259 / 0.2393 hartree. Its relative energy (zero: lowest compared OMol25 entry of this formula, charge and spin) is 4.3 kJ/mol. As for the net charge: +2. As for the largest force on an atom: 0.0087 Eh/bohr. Its expectation value of S² is 0.9880. As for the spin multiplicity: 2. The calculation puts the total energy at -78589.3864 eV.

Molecular formula: C28H24Cl2O4
Method: DFT, ωB97M-V/def2-TZVPD

Each line ends with the natural charge from an NBO analysis.
Geometry (Å):
Cl (-5.68, 3.01, -2.60)  0.0601
C (-4.18, 2.21, -2.57)  0.0124
C (-4.14, 0.80, -2.55)  -0.2460
C (-2.92, 0.15, -2.52)  -0.1206
C (-1.70, 0.87, -2.51)  -0.0604
C (-0.45, 0.19, -2.48)  0.0224
C (0.77, 0.84, -2.55)  -0.2971
C (2.00, 0.19, -2.54)  0.0406
C (3.25, 0.87, -2.57)  -0.1572
C (4.47, 0.14, -2.60)  -0.1206
C (5.70, 0.79, -2.61)  -0.2429
C (5.74, 2.20, -2.60)  0.0062
Cl (7.24, 3.00, -2.61)  0.0589
C (4.55, 2.95, -2.58)  -0.2570
C (3.33, 2.30, -2.56)  -0.0680
C (-1.77, 2.30, -2.53)  -0.1448
C (-2.99, 2.95, -2.55)  -0.2425
H (-5.07, 0.24, -2.57)  0.2422
H (-2.87, -0.94, -2.50)  0.2393
H (-0.45, -0.90, -2.45)  0.2341
H (0.77, 1.92, -2.65)  0.2043
H (2.00, -0.90, -2.53)  0.2221
H (4.42, -0.95, -2.61)  0.2265
H (6.62, 0.23, -2.63)  0.2392
H (4.60, 4.04, -2.57)  0.2383
H (2.41, 2.89, -2.54)  0.2104
H (-0.86, 2.89, -2.51)  0.2157
H (-3.03, 4.04, -2.56)  0.2379
C (1.34, -2.43, 2.47)  -0.6702
C (1.37, -2.09, 0.99)  0.5359
C (2.61, -2.68, 0.31)  -0.6192
O (0.22, -2.62, 0.30)  -0.5507
C (-0.99, -2.02, 0.59)  0.7301
O (-2.02, -2.64, 0.36)  -0.6533
C (-0.96, -0.67, 1.09)  -0.3697
C (-2.20, -0.02, 1.51)  -0.4589
C (-2.53, -0.37, 2.97)  0.0102
C (-1.99, 0.41, 3.99)  -0.2221
C (-2.27, 0.10, 5.32)  -0.2330
C (-3.06, -1.02, 5.62)  -0.1824
C (-3.55, -1.83, 4.59)  -0.2312
C (-3.26, -1.51, 3.26)  -0.2207
C (0.29, 0.05, 1.13)  0.7291
O (0.39, 1.23, 1.41)  -0.6562
O (1.43, -0.66, 0.80)  -0.5559
H (0.45, -2.02, 2.98)  0.2443
H (1.34, -3.52, 2.59)  0.2216
H (2.24, -2.05, 2.95)  0.2206
H (2.60, -2.42, -0.75)  0.2006
H (3.52, -2.27, 0.76)  0.2207
H (2.61, -3.76, 0.42)  0.2246
H (-2.05, 1.06, 1.42)  0.2349
H (-3.00, -0.40, 0.86)  0.2259
H (-1.36, 1.26, 3.72)  0.2252
H (-1.88, 0.73, 6.12)  0.2081
H (-3.29, -1.27, 6.66)  0.1984
H (-4.16, -2.71, 4.80)  0.2085
H (-3.59, -2.14, 2.43)  0.2311

The value obtained for the HOMO-LUMO gap is 0.1298 hartree. As for the largest force on an atom: 0.0409 Eh/bohr. The calculation puts the total energy at -62658.8239 eV.

Molecular formula: C28H24Cl5N5O4SSiZr
Method: DFT, ωB97M-V/def2-TZVPD

Each line ends with the natural charge from an NBO analysis.
Geometry (Å):
Zr (-0.02, -0.90, 0.36)  1.8689
N (0.93, 7.01, 4.33)  -0.7814
C (1.16, 5.81, 3.72)  0.2163
C (1.28, 5.73, 2.32)  -0.2687
C (1.47, 4.52, 1.70)  -0.1321
C (1.57, 3.36, 2.46)  -0.4359
C (1.47, 3.43, 3.85)  -0.0560
C (1.27, 4.64, 4.47)  -0.2910
S (1.77, 1.77, 1.81)  2.3785
O (2.32, 1.96, 0.39)  -1.0382
O (2.72, 1.06, 2.58)  -0.8661
N (0.41, 0.97, 1.68)  -1.0035
C (-0.88, 1.49, 1.72)  0.5913
N (-1.71, 0.63, 1.11)  -0.5204
C (-3.00, 0.92, 1.05)  0.1466
C (-3.47, 2.09, 1.61)  -0.3295
C (-2.54, 2.91, 2.22)  0.1136
N (-1.24, 2.63, 2.29)  -0.4906
H (1.04, 7.86, 3.81)  0.3928
H (1.03, 7.09, 5.33)  0.3938
H (1.22, 6.63, 1.72)  0.2171
H (1.57, 4.50, 0.63)  0.2267
H (1.56, 2.52, 4.45)  0.2354
H (1.20, 4.68, 5.55)  0.2187
H (-3.63, 0.20, 0.54)  0.2338
H (-4.52, 2.35, 1.58)  0.2379
H (-2.84, 3.85, 2.69)  0.2037
Cl (-0.78, 0.81, -3.97)  -0.0579
C (-1.37, -0.52, -2.96)  0.0574
C (-1.06, -0.60, -1.61)  -0.5324
C (-1.60, -1.66, -0.90)  -0.3900
Cl (-0.65, -2.22, 2.26)  -0.4506
C (-2.38, -2.63, -1.50)  -0.0578
Cl (-3.00, -3.96, -0.56)  0.0054
C (-2.67, -2.55, -2.85)  -0.0886
Cl (-3.64, -3.75, -3.63)  0.0398
C (-2.16, -1.47, -3.59)  -0.1278
Cl (-2.52, -1.36, -5.28)  0.0360
C (0.25, 2.91, -1.40)  -1.1869
Si (2.04, 2.51, -1.24)  1.9072
C (2.71, 1.08, -2.19)  -1.1578
C (3.12, 4.02, -1.36)  -0.4708
C (2.73, 5.12, -2.13)  -0.2058
C (3.55, 6.24, -2.24)  -0.2171
C (4.76, 6.28, -1.57)  -0.1987
C (5.16, 5.19, -0.80)  -0.1983
C (4.35, 4.07, -0.70)  -0.2134
H (0.07, 3.42, -2.35)  0.2646
H (-0.09, 3.57, -0.60)  0.2442
H (-0.35, 2.01, -1.41)  0.2852
H (2.91, 1.36, -3.23)  0.2614
H (2.01, 0.24, -2.21)  0.2643
H (3.65, 0.76, -1.73)  0.2520
H (1.78, 5.11, -2.65)  0.2116
H (3.23, 7.08, -2.84)  0.2179
H (5.40, 7.15, -1.65)  0.2173
H (6.11, 5.22, -0.28)  0.2176
H (4.67, 3.24, -0.09)  0.2198
O (1.02, -3.58, -2.81)  -0.5387
C (1.68, -3.27, -1.85)  0.6996
C (3.09, -3.78, -1.51)  -0.5165
C (3.49, -3.01, -0.25)  -0.5097
C (2.28, -2.16, -0.01)  0.6919
O (2.11, -1.28, 0.88)  -0.7064
N (1.29, -2.36, -0.86)  -0.7078
H (3.74, -3.60, -2.36)  0.2397
H (3.03, -4.85, -1.36)  0.2447
H (4.36, -2.37, -0.38)  0.2420
H (3.67, -3.63, 0.62)  0.2518

The value obtained for the HOMO-LUMO gap is 0.2828 hartree. Its relative energy (zero: lowest compared OMol25 entry of this formula, charge and spin) is 29.9 kJ/mol. As for the largest force on an atom: 0.0246 Eh/bohr. The calculation puts the total energy at -127676.6224 eV.